This record from the Open Molecules 2025 dataset describes a structure of composition C24H72AsF6O12 in a non-equilibrium geometry. The level of theory is ωB97M-V/def2-TZVPD.

Last column: Mulliken charge in e.
Geometry (Å):
As  -0.362  -1.233  -0.094  2.0489
F  0.006  -1.770  1.530  -0.4818
F  -2.085  -1.768  0.036  -0.5183
F  -0.723  -0.678  -1.808  -0.5399
F  1.376  -0.711  -0.423  -0.5412
F  0.097  -2.793  -0.758  -0.4896
F  -0.851  0.331  0.506  -0.4817
O  1.144  -4.373  6.470  -0.6391
H  0.673  -4.046  7.236  0.3191
H  1.058  -3.676  5.819  0.3203
O  4.600  -5.024  1.444  -0.6525
H  4.985  -4.203  1.750  0.3165
H  3.829  -4.756  0.943  0.3362
O  0.039  -1.250  -6.596  -0.6515
H  -0.236  -0.997  -5.714  0.3408
H  -0.142  -2.189  -6.643  0.3107
O  5.428  2.737  -0.443  -0.6504
H  4.763  3.353  -0.135  0.3191
H  4.933  1.964  -0.715  0.3320
C  -0.239  6.595  2.305  -1.2330
C  1.212  6.447  1.813  0.5019
C  2.273  7.397  2.506  -1.2160
O  1.620  5.111  2.117  -0.5284
H  -0.566  7.598  2.030  0.3238
H  -0.447  6.461  3.367  0.3175
H  -0.866  5.849  1.815  0.3908
H  1.322  6.621  0.742  0.1528
H  3.200  7.085  2.024  0.3023
H  2.304  7.268  3.588  0.3089
H  2.212  8.462  2.282  0.3692
H  0.846  4.603  1.866  0.3093
C  -8.308  -4.112  1.198  -1.0896
C  -7.753  -5.350  0.541  0.4283
C  -8.772  -6.413  0.140  -1.2784
O  -7.159  -4.898  -0.622  -0.5409
H  -8.792  -4.326  2.151  0.3495
H  -9.093  -3.655  0.595  0.2692
H  -7.414  -3.491  1.238  0.3243
H  -7.058  -5.881  1.191  0.2365
H  -8.379  -7.231  -0.463  0.3226
H  -9.477  -5.881  -0.499  0.3031
H  -9.305  -6.628  1.066  0.3544
H  -6.453  -4.311  -0.343  0.3208
C  8.541  -1.218  -5.514  -1.2483
C  7.716  -2.413  -5.165  0.5227
C  6.453  -2.194  -4.270  -1.2132
O  7.249  -2.856  -6.355  -0.5566
H  7.893  -0.530  -6.057  0.3166
H  9.366  -1.509  -6.164  0.2858
H  8.966  -0.702  -4.653  0.3425
H  8.402  -3.170  -4.786  0.2906
H  6.803  -1.831  -3.303  0.3278
H  5.842  -3.081  -4.105  0.3042
H  5.805  -1.438  -4.714  0.3012
H  7.719  -3.632  -6.669  0.3272
C  3.508  3.279  7.750  -1.1787
C  4.147  2.299  6.809  0.4905
C  3.095  1.383  6.198  -1.4538
O  4.763  3.080  5.831  -0.5363
H  3.154  2.825  8.676  0.3601
H  2.673  3.833  7.320  0.2527
H  4.291  3.990  8.013  0.3304
H  4.880  1.644  7.281  0.2592
H  2.177  1.774  5.760  0.3442
H  2.814  0.625  6.929  0.3891
H  3.584  0.871  5.369  0.4166
H  4.104  3.141  5.136  0.3273
C  -4.321  6.274  -3.150  -1.2876
C  -3.846  4.871  -3.388  0.6347
C  -4.687  3.797  -2.641  -1.3801
O  -4.026  4.512  -4.732  -0.5646
H  -4.349  6.600  -2.111  0.3475
H  -5.383  6.330  -3.390  0.3085
H  -3.836  7.057  -3.734  0.3029
H  -2.803  4.762  -3.090  0.2744
H  -4.848  3.993  -1.581  0.3568
H  -4.295  2.809  -2.883  0.3293
H  -5.689  3.641  -3.040  0.3562
H  -3.211  4.661  -5.216  0.3228
C  -4.062  -1.599  6.951  -1.2322
C  -3.141  -0.766  7.928  0.4878
C  -4.081  -0.305  9.030  -1.3700
O  -2.302  -1.719  8.618  -0.5556
H  -4.849  -2.200  7.406  0.3199
H  -3.532  -2.100  6.140  0.3313
H  -4.697  -0.887  6.423  0.3831
H  -2.544  0.035  7.491  0.2380
H  -4.677  0.435  8.496  0.3470
H  -3.575  0.175  9.868  0.4258
H  -4.848  -1.036  9.286  0.3243
H  -2.132  -1.479  9.532  0.3004
C  3.738  4.058  -6.112  -1.2511
C  2.423  4.519  -5.754  0.6140
C  2.388  6.076  -5.604  -1.2883
O  1.418  4.151  -6.728  -0.5986
H  4.354  4.183  -5.222  0.3392
H  4.202  4.422  -7.028  0.3146
H  3.742  2.977  -6.257  0.3340
H  2.127  4.009  -4.837  0.1985
H  3.007  6.373  -4.757  0.3556
H  1.408  6.548  -5.533  0.3292
H  2.808  6.589  -6.469  0.3384
H  1.216  3.215  -6.785  0.3146
C  -1.763  -8.399  -2.374  -1.2370
C  -0.787  -8.374  -3.504  0.3025
C  -1.336  -7.552  -4.670  -1.1450
O  0.380  -7.675  -3.173  -0.5506
H  -2.321  -7.485  -2.172  0.3044
H  -1.269  -8.602  -1.424  0.3469
H  -2.473  -9.191  -2.612  0.3619
H  -0.645  -9.381  -3.898  0.3073
H  -1.303  -6.495  -4.403  0.3260
H  -2.385  -7.701  -4.924  0.3446
H  -0.681  -7.694  -5.530  0.2931
H  0.092  -6.832  -2.816  0.3468

The LUMO energy comes out at 1.9 eV. For the relative energy (zero: lowest compared OMol25 entry of this formula, charge and spin), the calculation gives 2.4125 eV. The value obtained for the orbital gap is 0.3734 Eh. As for the charge: -1. The value obtained for the electronic energy is -127771.6538 eV. The spin multiplicity is 1.